40
Properties=species:S:1:pos:R:3 method="wB97M-V/def2-TZVPD" smiles=CCn1c(SCc2nc3ccccc3[nH]2)nnc1-c1cccnc1 e_homo_ev=-8.4 max_force_ev_per_a=1.08 homo_lumo_gap_ev=8.88 charge=0 energy_ev=-37665.206
C -0.324 -0.788 2.418
H -0.050 0.216 2.096
H -0.227 -0.848 3.498
H -1.365 -0.952 2.151
C 0.572 -1.839 1.766
N 0.492 -1.769 0.328
C -0.514 -2.288 -0.434
N -0.320 -2.027 -1.700
N 0.820 -1.340 -1.796
C 1.317 -1.178 -0.592
C 2.574 -0.495 -0.351
C 3.582 -0.598 -1.314
C 4.782 0.053 -1.103
C 4.938 0.784 0.068
N 3.982 0.913 0.970
C 2.830 0.303 0.764
H 2.078 0.487 1.518
H 5.864 1.296 0.293
H 5.580 -0.007 -1.826
H 3.400 -1.184 -2.202
S -1.893 -3.120 0.234
C -3.194 -2.200 -0.697
C -2.927 -0.754 -0.571
N -3.169 -0.042 0.494
C -2.659 1.204 0.233
C -2.621 2.347 1.024
C -2.000 3.462 0.503
C -1.427 3.458 -0.771
C -1.457 2.337 -1.576
C -2.080 1.213 -1.059
N -2.285 -0.049 -1.553
H -1.906 -0.435 -2.403
H -1.010 2.330 -2.558
H -0.946 4.355 -1.133
H -1.949 4.366 1.092
H -3.060 2.346 2.009
H -4.127 -2.480 -0.214
H -3.163 -2.535 -1.732
H 1.616 -1.704 2.057
H 0.247 -2.838 2.069

---

43
Properties=species:S:1:pos:R:3 method="wB97M-V/def2-TZVPD" e_homo_ev=-4.2 max_force_ev_per_a=2.10 homo_lumo_gap_ev=5.56 charge=-1 energy_ev=-37805.820
C 2.407 -1.861 0.277
C 2.542 -0.603 -0.178
C 2.791 -0.652 -1.629
O 2.904 0.217 -2.469
O 2.867 -1.998 -1.968
C 2.642 -2.799 -0.822
O 2.671 -4.002 -0.904
H 2.157 -2.191 1.278
H 2.502 0.336 0.351
C -2.205 -2.108 -3.239
C -1.889 -2.241 -1.778
O -1.334 -0.955 -1.398
C -0.923 -0.953 -0.120
C -0.452 0.330 0.412
C 0.197 1.292 -0.485
O 1.096 2.061 -0.117
O -0.181 1.293 -1.773
C 0.545 2.283 -2.548
C 0.010 2.163 -3.944
C -0.512 0.567 1.808
C 0.070 1.735 2.418
C 0.007 1.966 3.777
C -0.665 1.060 4.620
N -0.765 1.322 6.014
O -1.368 0.493 6.735
O -0.256 2.372 6.470
C -1.265 -0.089 4.066
C -1.188 -0.331 2.709
O -0.934 -1.999 0.536
H -2.567 -3.054 -3.643
H -2.982 -1.351 -3.391
H -1.307 -1.821 -3.797
H -2.796 -2.427 -1.179
H -1.144 -3.029 -1.593
H 0.382 3.285 -2.120
H 1.612 2.025 -2.529
H 0.371 2.995 -4.551
H 0.391 1.236 -4.387
H -1.085 2.156 -3.964
H 0.603 2.440 1.790
H 0.462 2.848 4.218
H -1.790 -0.769 4.730
H -1.621 -1.244 2.318

---

49
Properties=species:S:1:pos:R:3 method="wB97M-V/def2-TZVPD" e_homo_ev="-11.1 / -11.6" max_force_ev_per_a=1.10 s_squared=0.781 homo_lumo_gap_ev="6.14 / 6.10" multiplicity=2 relative_energy_kj_mol=27.4 charge=+1 energy_ev=-140527.668
Ru -0.638 0.563 -0.881
I 2.245 0.334 6.205
C 1.477 0.824 4.367
C 0.823 2.046 4.193
C 0.309 2.368 2.964
I -0.660 4.157 2.684
C 0.417 1.448 1.845
O -0.082 1.803 0.738
C 1.082 0.168 2.072
C 1.171 -0.919 1.019
N 1.205 -0.320 -0.323
C 1.546 -1.182 -1.475
C 1.387 -0.314 -2.710
C 2.165 -0.455 -3.840
C 1.935 0.373 -4.930
C 0.935 1.328 -4.850
C 0.200 1.430 -3.684
N 0.416 0.630 -2.636
C 1.608 -0.091 3.299
H 0.721 2.730 5.023
H 0.307 -1.583 1.072
H 2.074 -1.506 1.208
H 1.901 0.424 -0.309
H 0.852 -2.023 -1.493
H 2.561 -1.582 -1.415
H 2.942 -1.207 -3.865
H 2.533 0.277 -5.827
H 0.723 1.997 -5.671
H -0.587 2.162 -3.569
H 2.110 -1.034 3.479
C -5.146 1.075 -1.390
C -3.708 0.689 -1.417
S -2.505 1.811 -1.252
C -3.342 -0.687 -1.702
C -4.403 -1.704 -1.955
S -1.751 -1.091 -1.818
H -5.270 2.091 -1.026
H -5.689 0.395 -0.732
H -5.582 0.996 -2.390
H -4.937 -1.881 -1.017
H -3.980 -2.644 -2.301
H -5.125 -1.338 -2.686
F -1.788 -0.450 0.894
As -2.929 -0.253 2.301
F -2.883 -1.960 2.452
F -1.541 -0.114 3.325
F -4.017 -0.055 3.591
F -2.856 1.446 1.987
F -4.212 -0.392 1.134

---

36
Properties=species:S:1:pos:R:3 method="wB97M-V/def2-TZVPD" e_homo_ev="-3.5 / -3.6" max_force_ev_per_a=2.87 s_squared=8.810 homo_lumo_gap_ev="6.86 / 6.10" multiplicity=6 relative_energy_kj_mol=42.0 charge=-1 energy_ev=-122333.722
C -1.902 -1.082 -1.471
C -1.971 -1.723 -0.192
C -1.920 -0.734 0.810
H -2.122 -2.788 -0.024
C -1.782 0.529 0.203
C -1.770 0.355 -1.225
H -1.910 1.145 -1.970
H -2.101 -1.552 -2.435
H -2.035 -0.917 1.873
H -1.817 1.495 0.716
Fe 0.258 -0.457 -1.586
Br 1.199 -2.278 -0.662
C 1.682 0.522 -3.018
C 0.579 1.309 -3.477
C -0.418 0.422 -3.978
H 0.565 2.391 -3.562
C 0.063 -0.922 -3.839
C 1.401 -0.863 -3.308
H 2.103 -1.684 -3.271
H 2.651 0.909 -2.690
H -1.329 0.713 -4.496
H -0.433 -1.821 -4.188
C 1.148 0.921 0.712
C 0.894 0.625 2.071
C 1.289 -0.614 2.675
C 1.086 -0.846 4.031
C 0.508 0.150 4.838
C 0.068 1.360 4.256
C 0.224 1.584 2.893
H 2.076 0.563 0.276
H 0.670 1.811 0.304
H 1.752 -1.378 2.028
H 1.404 -1.791 4.484
H 0.407 -0.002 5.917
H -0.384 2.143 4.878
H -0.134 2.503 2.429

---

48
Properties=species:S:1:pos:R:3 method="wB97M-V/def2-TZVPD" e_homo_ev="-15.9 / -15.9" max_force_ev_per_a=1.83 homo_lumo_gap_ev="3.40 / 3.39" charge=+3 energy_ev=-126452.993
Os 1.434 0.930 -0.886
N -3.331 -4.658 3.016
C -2.703 -3.891 2.142
C -1.294 -4.035 1.938
C -0.659 -3.271 1.007
C -1.400 -2.333 0.256
C -2.789 -2.163 0.452
C -3.431 -2.921 1.382
S -0.641 -1.481 -1.036
O -1.569 -1.207 -2.078
O 0.659 -2.033 -1.314
N -0.218 0.019 -0.382
C -1.030 1.158 -0.351
N -2.309 1.279 -0.166
C -2.755 2.543 -0.232
C -1.920 3.633 -0.475
C -0.568 3.407 -0.657
N -0.140 2.145 -0.576
H -2.843 -5.365 3.548
H -4.329 -4.588 3.160
H -0.750 -4.778 2.507
H 0.396 -3.406 0.813
H -3.337 -1.453 -0.152
H -4.498 -2.822 1.534
H -3.818 2.684 -0.088
H -2.318 4.636 -0.524
H 0.155 4.186 -0.862
O 4.737 2.338 4.053
C 3.903 2.001 3.100
C 2.572 1.599 3.305
C 1.792 1.268 2.227
N 2.268 1.304 0.964
C 3.543 1.696 0.803
Br 3.940 1.722 -1.069
C 4.406 2.058 1.782
H 4.361 2.290 4.945
H 2.155 1.548 4.302
H 0.764 0.956 2.346
H 5.422 2.373 1.590
N 1.155 -0.948 -4.020
C 0.904 0.333 -3.937
O 0.928 0.964 -2.825
C 0.543 1.108 -5.151
I -1.559 1.474 -5.078
H 1.282 -1.520 -3.190
H 1.091 -1.419 -4.912
H 0.758 0.570 -6.068
H 1.042 2.073 -5.147

---

47
Properties=species:S:1:pos:R:3 method="wB97M-V/def2-TZVPD" e_homo_ev="-14.9 / -15.8" max_force_ev_per_a=2.19 s_squared=6.021 homo_lumo_gap_ev="7.79 / 6.88" multiplicity=5 relative_energy_kj_mol=1070.0 charge=+2 energy_ev=-65758.950
Ru 0.337 0.513 -0.163
O 3.953 -0.607 1.342
C 2.847 -0.194 1.181
N 2.213 0.060 -0.053
C 2.921 -0.135 -1.280
O 4.067 -0.442 -1.370
C 2.030 0.095 -2.458
C 2.525 0.001 -3.738
C 1.656 0.202 -4.801
C 0.329 0.487 -4.531
C -0.099 0.571 -3.218
N 0.739 0.383 -2.190
C 1.928 0.118 2.315
C 2.415 0.108 3.604
C 1.552 0.390 4.651
C 0.226 0.657 4.349
C -0.184 0.637 3.032
N 0.646 0.383 2.011
H 3.574 -0.223 -3.873
H 2.010 0.136 -5.821
H -0.383 0.655 -5.326
H -1.122 0.808 -2.975
H 3.463 -0.118 3.750
H 1.901 0.388 5.674
H -0.496 0.883 5.121
H -1.220 0.835 2.802
F 0.462 3.129 0.911
C 0.697 2.520 -0.271
F -0.113 3.104 -1.178
F 1.950 2.798 -0.628
Cl -5.663 1.264 -1.783
C -2.556 2.740 0.500
Cl -2.714 1.049 0.511
H -4.673 1.198 -0.984
H -3.354 3.469 0.612
C -2.660 -4.125 0.583
N -1.983 -2.823 0.312
C -2.580 -1.680 0.299
C -0.584 -2.880 -0.029
O 0.095 -1.909 -0.210
H -3.647 -3.908 0.976
H -2.080 -4.682 1.314
H -2.744 -4.687 -0.344
H -3.455 1.136 1.577
H -1.291 0.836 -0.927
H -0.744 0.757 0.838
H -0.192 -3.901 -0.112